The following is a DFT calculation (ωB97M-V/def2-TZVPD) of a molecular structure, C23H61F3N3O12V in a non-equilibrium geometry.

The geometry in XYZ format:
```
103
Properties=species:S:1:pos:R:3:forces:R:3
V -1.5776 -0.7385 3.6427 0.37 1.96 -2.45
C -0.8462 1.7993 1.6653 0.22 -0.61 -1.00
O -0.2138 0.8330 0.7538 0.40 0.35 0.28
O -1.4825 1.1143 2.5813 -0.29 -0.64 1.59
C 0.2894 2.6803 2.2214 -0.50 0.64 1.35
F 0.9854 2.0544 3.2090 0.33 -0.19 -0.29
F 1.1602 3.1539 1.3490 0.41 -0.28 -0.62
F -0.2261 3.7711 2.8423 -0.33 -0.08 -0.07
C 0.0672 1.1244 -0.6069 -0.06 -0.92 -0.35
C 0.2615 -0.2422 -1.2969 -1.22 0.55 -0.58
H 1.0907 -0.1999 -2.0011 -0.36 0.14 0.45
H 0.3533 -1.0515 -0.5740 0.36 0.19 -0.06
H -0.6161 -0.4967 -1.9034 -0.02 0.03 0.08
H 0.9978 1.6609 -0.8066 -0.11 0.51 0.65
H -0.7815 1.6584 -1.0293 0.06 0.22 -0.14
H -1.5251 2.4553 1.0972 0.28 0.09 -0.27
C 2.5919 -1.1389 1.2686 0.18 -0.38 -0.84
C 2.2515 -2.4305 0.5601 -0.04 -0.97 0.33
O 1.2128 -3.1503 1.2793 0.42 0.35 -0.32
O 2.9733 -1.3877 2.6178 0.15 -0.05 0.16
H 1.7155 -0.4914 1.2656 0.09 0.17 0.16
H 3.4134 -0.6847 0.7076 -0.12 0.29 0.08
H 3.1056 -3.1098 0.4680 0.15 0.29 0.13
H 1.9312 -2.2583 -0.4640 -0.21 0.02 0.21
H 1.5773 -3.2761 2.1639 -0.04 -0.13 -0.02
H 3.9219 -1.5532 2.6334 -0.05 -0.05 0.11
C -0.8591 4.9117 -0.3299 -0.21 -0.01 0.07
C -1.1015 6.3250 -0.7741 -0.10 -0.37 -0.10
O -0.8434 6.3957 -2.1624 0.23 0.13 -0.18
O -1.9057 4.0488 -0.7547 -0.27 -0.36 0.35
H -0.8592 4.9615 0.7606 -0.15 -0.43 0.00
H 0.0953 4.4968 -0.6523 0.24 0.31 -0.05
H -0.4740 6.9757 -0.1564 0.03 0.26 -0.29
H -2.1622 6.5095 -0.5742 0.06 0.28 0.11
H -1.0243 7.2795 -2.4954 -0.03 -0.02 0.06
H -1.7829 3.7919 -1.6725 0.12 0.30 -0.08
C -2.0191 -2.7791 -3.9433 0.10 -0.74 -0.41
C -2.6701 -2.3084 -5.2168 0.02 1.13 -0.91
O -2.6247 -0.8597 -5.1977 0.02 -0.51 0.37
O -2.0145 -4.2169 -3.9535 -0.25 0.40 0.18
H -2.5868 -2.3970 -3.0904 0.18 -0.06 0.10
H -0.9904 -2.4118 -3.9393 -0.09 0.22 0.24
H -3.7028 -2.6485 -5.3382 0.08 -0.15 0.30
H -2.1029 -2.6489 -6.0914 -0.01 -0.24 0.21
H -3.0336 -0.5164 -5.9956 -0.04 -0.09 -0.04
H -1.1251 -4.5398 -3.8014 0.04 0.04 0.01
C 1.5651 3.5490 -3.5456 0.05 -0.07 -1.42
O 2.8431 3.7878 -4.1674 -0.58 0.10 0.51
H 1.5512 3.9654 -2.5494 0.35 -0.30 0.35
H 0.7444 4.0534 -4.0743 0.21 0.08 -0.08
H 1.3564 2.4748 -3.6327 -0.14 0.07 0.71
H 2.8074 3.3704 -5.0322 0.09 0.09 -0.05
C 1.8540 -1.0252 6.1797 0.15 0.01 -1.12
C 0.4964 -0.8769 5.4930 -0.25 -0.44 0.11
C -0.3215 0.2333 6.1130 0.13 0.74 -0.13
O -1.6462 0.3292 5.5367 0.29 -0.57 0.34
C -2.2312 1.6273 5.7815 0.04 -0.10 -0.30
N 0.5784 -0.6502 4.0301 0.09 -0.35 0.82
H 2.4133 -1.7654 5.6001 0.00 -0.12 0.24
H 1.8007 -1.3588 7.2101 -0.05 0.19 0.13
H 2.4237 -0.1016 6.0474 -0.06 0.07 0.43
H -0.0497 -1.8319 5.6073 0.05 0.14 0.18
H 0.1495 1.2024 5.8999 0.25 -0.16 0.11
H -0.3526 0.1011 7.1974 -0.35 0.01 -0.04
H -2.0677 1.9111 6.8201 -0.02 -0.04 0.01
H -3.2958 1.5517 5.5828 -0.01 -0.07 0.01
H -1.7904 2.3569 5.0994 0.04 -0.04 0.05
H 1.0235 0.2491 3.8680 -0.37 0.20 -0.14
H 1.2692 -1.2929 3.6403 -0.28 -0.14 -0.04
C 3.7505 0.0118 -2.8575 1.10 0.21 0.44
C 3.0624 -1.3199 -2.8511 -1.14 -0.78 0.70
C 2.4908 -1.7020 -4.2015 -0.37 -0.29 0.21
O 3.5005 -2.0924 -5.0740 0.54 0.47 -0.24
C 3.0962 -2.3388 -6.4022 -0.39 -0.10 -0.30
N 3.9068 -2.3597 -2.2182 0.09 0.98 -0.49
H 3.1014 0.8837 -2.9040 -0.24 -0.10 -0.39
H 4.4920 0.0324 -3.6610 -0.14 0.25 -0.07
H 4.3134 0.1458 -1.9263 -0.04 -0.12 -0.04
H 2.1452 -1.2372 -2.2445 0.86 -0.33 -0.16
H 1.8893 -0.8437 -4.5434 0.12 -0.11 -0.33
H 1.8034 -2.5569 -4.0687 -0.11 0.12 0.05
H 3.4186 -3.3448 -6.6732 -0.03 0.04 -0.13
H 3.5167 -1.6186 -7.1094 0.23 0.01 0.21
H 2.0079 -2.2652 -6.5224 0.07 -0.16 0.15
H 4.8164 -2.2286 -2.6580 0.03 -0.56 0.16
H 3.5597 -3.2780 -2.4736 0.18 -0.03 -0.10
C -2.9592 -3.4929 1.4793 0.25 0.58 1.18
C -2.4984 -2.1184 0.9993 0.70 -0.81 0.48
C -3.5667 -1.0522 1.1248 0.64 1.15 -1.53
O -3.6352 -0.4620 2.4036 0.23 -1.74 0.98
C -4.8412 0.2027 2.6849 -0.22 0.53 0.22
N -1.2123 -1.7263 1.6899 -1.49 0.09 -0.52
H -3.0349 -3.5251 2.5786 -0.04 0.26 -0.09
H -2.2031 -4.2464 1.2618 -0.37 -0.21 -0.48
H -3.9693 -3.6816 1.1276 0.18 -0.51 -0.40
H -2.2269 -2.2357 -0.0559 -0.47 0.22 -0.12
H -4.5136 -1.4310 0.7283 -0.18 -0.15 0.58
H -3.3036 -0.2363 0.4266 0.01 -0.06 0.12
H -4.7206 0.6531 3.6678 -0.01 0.16 -0.06
H -5.7136 -0.4548 2.7377 0.16 -0.21 -0.22
H -5.0061 0.9847 1.9398 -0.10 0.04 0.06
H -0.5442 -2.4747 1.4858 0.08 0.22 0.35
H -0.8879 -0.9164 1.1385 0.23 0.02 0.61
```
Forces are in eV/Å.

As for the HOMO energy (alpha / beta): -10.80 / -11.41 eV. As for the spin multiplicity: 4. The HOMO-LUMO gap (alpha / beta) comes out at 8.26 / 8.79 eV. The electronic energy comes out at -87713.1145 eV. As for the charge: +1.

Mulliken population analysis, charges in e, atoms 1 to 4: 0.571, -0.361, 0.493, -0.367



The following is a DFT calculation (ωB97M-V/def2-TZVPD) of a molecular structure, C23H61O8Zn in a non-equilibrium geometry.

The geometry in XYZ format:
```
93
Properties=species:S:1:pos:R:3:forces:R:3
Zn 1.0333 2.9476 -1.7509 -2.79 -2.60 2.63
C -1.4191 0.4012 0.0072 -1.05 1.02 0.50
C 0.0787 0.2592 -0.1184 0.40 0.12 1.33
O 0.6449 0.9925 -1.1423 1.11 1.65 -2.60
H -1.9766 0.6180 -0.9040 0.33 -0.37 -0.59
H -1.6375 1.2580 0.6447 -0.05 0.28 0.21
H -2.0046 -0.3920 0.4721 0.52 -0.42 0.02
H 0.3548 -0.7952 -0.1300 0.17 -0.26 -0.84
H 0.5593 0.5751 0.8075 -0.22 0.08 0.62
C -4.1150 -2.5957 -0.2388 0.09 -2.12 -0.74
C -4.5087 -1.5995 -1.2622 -0.31 1.61 -0.26
C -3.7918 -1.6177 -2.5965 0.85 -0.02 -0.06
O -5.8918 -1.7075 -1.5319 -0.43 -0.23 0.40
H -4.3127 -3.5566 -0.7138 0.28 -0.44 -0.12
H -4.7234 -2.7109 0.6582 0.16 0.96 0.12
H -3.0386 -2.5685 -0.0688 -0.08 0.12 0.37
H -4.3045 -0.6236 -0.8218 -0.09 0.59 0.10
H -3.8959 -2.5693 -3.1177 -0.03 0.01 0.02
H -2.7362 -1.3551 -2.5282 0.30 -0.38 0.30
H -4.1562 -0.8119 -3.2337 -0.51 -0.07 -0.10
H -6.0966 -1.0719 -2.2216 -0.18 -0.02 -0.05
C 0.4243 3.4721 2.5172 0.39 0.61 -1.13
C -0.1698 4.1028 1.2613 -1.82 0.71 1.68
C -0.5324 5.5808 1.4789 -0.54 -0.04 0.37
O 0.6945 4.1062 0.1523 1.88 -0.79 -1.89
H 0.7585 2.4669 2.2605 0.05 -0.07 0.38
H -0.3348 3.4736 3.2994 0.22 -0.09 0.01
H 1.2616 4.1188 2.7800 0.24 -0.29 0.57
H -1.0289 3.4684 1.0435 -0.17 0.42 -0.64
H -1.0845 5.7099 2.4099 -0.33 -0.09 -0.14
H -1.0816 6.0199 0.6460 -0.26 -0.28 0.02
H 0.3146 6.2546 1.6076 0.58 -0.41 -0.03
H 1.4977 4.5004 0.5002 0.48 0.23 -0.11
C 1.8037 -3.4776 1.3025 -0.67 0.68 -0.35
C 0.5458 -4.3580 1.4544 0.96 -0.59 -1.41
C -0.2369 -4.5281 0.1436 0.00 -0.10 -0.05
O 1.0176 -5.6251 1.9684 -0.93 0.68 0.15
H 1.5801 -2.5257 0.8209 -0.40 0.38 0.20
H 2.5163 -3.8801 0.5825 0.03 -0.64 0.26
H 2.3041 -3.2520 2.2442 -0.06 -0.28 0.02
H -0.2773 -3.9404 2.0342 0.74 0.04 1.17
H 0.2458 -5.0496 -0.6830 0.44 -0.04 0.12
H -0.5126 -3.5412 -0.2281 -0.10 0.09 -0.05
H -1.1535 -5.0753 0.3640 -0.07 0.01 -0.03
H 1.1889 -6.1767 1.2015 0.06 -0.15 -0.02
C -2.5473 2.5328 -3.6953 0.14 1.24 -0.73
C -2.1506 3.6275 -2.6910 -0.40 -0.80 -0.09
C -3.2722 4.0860 -1.7947 -0.32 0.11 -0.02
O -1.1164 3.0601 -1.8517 1.36 0.96 -0.16
H -1.6623 2.2055 -4.2410 0.07 -0.24 0.18
H -3.1598 3.0050 -4.4634 -0.29 -0.09 0.01
H -3.0951 1.6740 -3.3073 0.13 0.14 0.37
H -1.7030 4.4927 -3.1802 0.09 -0.17 -0.15
H -2.9485 4.7627 -1.0039 0.21 0.07 -0.14
H -3.7476 3.2352 -1.3067 -0.14 -0.10 -0.07
H -4.0125 4.6100 -2.3993 -0.13 -0.08 0.08
H -1.4947 2.2984 -1.4065 0.29 -0.63 0.25
C 5.0969 -0.8116 0.5679 0.33 -0.08 0.31
C 4.2501 0.3615 0.1007 -1.32 -0.20 0.40
C 3.6733 1.3091 1.2062 1.69 -0.82 0.08
O 4.9734 1.0849 -0.8629 0.67 0.59 -0.25
H 4.7306 -1.2422 1.4998 -0.15 0.08 0.00
H 6.1422 -0.5463 0.7262 -0.04 0.39 0.12
H 5.1440 -1.6262 -0.1549 -0.30 0.15 -0.22
H 3.3952 -0.0310 -0.4499 -0.43 -0.41 0.25
H 2.9034 1.9798 0.8248 -0.16 -0.09 0.00
H 4.5110 1.8816 1.6044 0.09 0.45 -0.25
H 3.3705 0.7721 2.1052 -0.66 -0.23 -0.29
H 4.4193 1.8245 -1.1229 0.16 0.11 -0.16
C 2.2272 -3.1267 -2.7020 -0.52 0.15 -0.95
C 2.5970 -1.7117 -3.1763 1.18 -0.79 -0.29
C 3.3736 -1.7669 -4.4840 0.61 -0.40 0.23
O 1.4926 -0.8831 -3.3446 -0.99 0.53 -0.12
H 1.8609 -3.6692 -3.5736 -0.57 -0.01 -0.01
H 1.4326 -3.0299 -1.9621 0.13 -0.35 0.15
H 3.0493 -3.7698 -2.3880 0.21 0.51 0.49
H 3.2486 -1.3003 -2.4053 0.27 0.30 0.04
H 4.1727 -2.4777 -4.2736 0.40 0.12 -0.35
H 3.7966 -0.8130 -4.7991 0.05 0.07 0.31
H 2.8522 -2.1556 -5.3588 -0.54 -0.10 0.31
H 1.3871 -0.3402 -2.5599 -0.36 0.17 0.36
C -1.5753 0.3398 3.9163 -0.27 -0.90 -0.10
C -0.8486 -0.6374 4.8446 1.03 -0.52 -0.96
C 0.6688 -0.7151 4.4942 -0.70 0.40 -0.23
O -1.0664 -0.2864 6.1711 -0.17 0.84 0.87
H -1.5822 -0.1014 2.9196 0.33 0.06 -0.19
H -1.1285 1.3323 3.8568 -0.03 -0.04 0.27
H -2.6383 0.3758 4.1546 0.07 0.36 0.39
H -1.2614 -1.6375 4.7124 -0.22 -0.16 -0.43
H 1.1226 0.2418 4.7520 0.17 -0.03 0.19
H 0.7996 -0.8423 3.4196 -0.10 -0.07 -0.18
H 1.2090 -1.5413 4.9566 -0.17 0.09 0.31
H -0.6925 -0.9507 6.7545 0.06 -0.07 0.01
```
Forces are in eV/Å.

As for the HOMO energy: -12.02 eV. The HOMO-LUMO gap comes out at 5.32 eV. The electronic energy comes out at -89628.4350 eV. The energy relative to the best compared isomer or geometry (same formula, charge and spin) comes out at 2.450 eV. As for the charge: +1.

Mulliken population analysis, charges in e, atoms 1 to 4: 0.760, -1.492, 1.498, 0.323